No. 1
91
Properties=species:S:1:pos:R:3:mulliken_charge:R:1 method="wB97M-V/def2-TZVPD" e_tot_ha=-5397.7259 de_lowest_kj_mol=0.0 lumo_energy_ev=-12.5 charge=+4
Sn 0.13742 0.33240 0.00091 2.08
Se -0.85270 2.76486 0.12306 0.03
S -3.90464 0.44108 6.49715 0.28
P 1.73484 -1.57780 0.50451 1.31
O 0.28866 -2.03219 -3.64641 -0.34
N 0.26432 1.06993 2.17505 0.35
N -2.45001 4.01116 -1.93030 0.36
N -0.14084 -0.60366 -2.00412 -0.21
N -4.15836 -0.33620 5.11313 -0.63
N -2.50616 1.15740 6.15888 -0.61
N -0.36082 4.57556 -2.07016 0.19
N -1.58377 -0.53217 1.00664 0.78
C 1.20506 1.85050 2.70278 -0.73
C -1.23114 3.79737 -1.39877 -0.33
C -2.18563 0.80525 4.92088 0.60
C -2.44340 -1.36256 0.40363 -0.48
C 3.07843 -1.63719 2.90917 -0.77
C -2.34481 4.92610 -2.93684 -0.47
C -0.98889 1.21087 4.21154 0.42
C 1.07535 4.70809 -1.80208 -0.80
C 3.98004 -1.99189 -1.03891 -0.70
C -1.64807 0.90604 -3.38874 2.39
C 3.18275 -1.91864 4.26419 -0.85
C 5.25874 -1.66438 -1.47430 -0.80
C -0.82219 0.74579 2.90929 0.19
C 1.05280 -3.02821 -0.27128 1.01
C 5.13330 0.44163 -0.29772 -0.88
C -2.95519 -0.53587 2.96824 0.67
C 0.94730 -5.44302 -0.22393 -0.79
C 0.48716 -3.02631 -1.56154 0.10
C 1.26084 -4.23296 0.39364 -1.14
C -0.29503 0.20936 -3.26279 -0.64
C -2.82821 -0.05872 -3.27028 -1.44
C 5.82908 -0.45600 -1.10652 -0.67
C 2.06796 -2.33218 4.97818 -0.77
C 0.72763 -2.23862 2.98644 -0.25
C -3.13301 -0.04877 4.32182 0.59
C 1.84878 -1.80231 2.26438 0.91
C 0.19601 -4.24559 -2.16684 -0.89
C -3.72290 3.44007 -1.47223 -0.72
C 3.29371 -1.10561 -0.20847 0.68
C -3.58992 -1.81719 1.03794 -1.35
C 0.84123 -2.49994 4.33837 -0.88
C 3.86432 0.12199 0.14684 -0.33
C 0.00697 2.02989 4.75938 -0.60
C -0.04604 -0.82031 -4.36895 -0.82
C -1.03220 5.27507 -3.02983 -0.54
C -3.85549 -1.39353 2.32519 -0.68
C -1.68305 1.70123 -4.69501 -1.73
C 0.42135 -5.44691 -1.50022 -0.99
C 1.11488 2.34336 4.00053 -1.21
C -1.81621 -0.12129 2.27941 -0.56
C 0.20095 -1.81827 -2.36464 0.35
H -0.01554 -2.85385 4.89675 0.54
H -0.54450 5.97941 -3.68267 0.54
H 1.90545 2.96777 4.39247 0.56
H 1.61173 3.85589 -2.21574 0.29
H 4.14166 -1.83120 4.75687 0.51
H -0.82385 2.36919 -4.78925 0.43
H 0.49651 0.96391 -3.26105 0.77
H -4.50894 4.16534 -1.66259 0.39
H 6.82061 -0.20196 -1.45716 0.47
H -2.19824 -1.66806 -0.60543 0.62
H 1.13473 -6.37276 0.29661 0.54
H -2.58904 2.30269 -4.75338 0.42
H -3.93387 2.52173 -2.01610 0.22
H -0.92635 -1.03903 -4.96732 0.46
H 3.95670 -1.32981 2.35773 0.51
H -3.66967 3.24172 -0.40645 0.31
H -3.19636 5.27200 -3.49866 0.57
H 3.53866 -2.93824 -1.32656 0.51
H -0.11448 2.40849 5.76712 0.63
H -1.68729 1.04386 -5.56625 0.45
H 1.23912 4.77426 -0.73015 0.37
H 5.80993 -2.35960 -2.09279 0.51
H -1.70759 1.61186 -2.55892 -1.49
H 1.42609 5.61878 -2.27841 0.33
H 2.05259 2.09701 2.07521 0.53
H 0.78124 -0.57849 -5.03018 0.26
H -0.21855 -4.26211 -3.16434 0.64
H -0.21568 -2.41633 2.48373 0.59
H 1.70353 -4.24203 1.38037 0.59
H 3.32360 0.81705 0.78403 0.42
H 0.18313 -6.38168 -1.98981 0.49
H 2.15521 -2.53874 6.03683 0.49
H -4.74637 -1.71299 2.85290 0.62
H -3.75659 0.44117 -3.54512 0.58
H -4.25983 -2.48756 0.51821 0.56
H 5.58801 1.38305 -0.02070 0.50
H -2.73547 -0.91688 -3.93761 0.33
H -2.94147 -0.44055 -2.25246 0.24

---

No. 2
34
Properties=species:S:1:pos:R:3:mulliken_charge:R:1 method="wB97M-V/def2-TZVPD" e_tot_ha=-799.0954 de_lowest_kj_mol=462.4 lumo_energy_ev=-0.2 smiles="CN1C=C[C@H](C/N=N/c2ccccc2)N(C)C1=O"
O -3.89504 -1.99505 1.42135 -0.71
N 0.40574 0.83728 -0.78206 -0.09
N 1.67679 0.57501 -0.61154 -0.28
N -1.80690 -1.52028 0.71087 0.11
N -2.78665 -0.64897 2.79454 0.14
C 2.58167 0.87537 -1.72895 0.09
C -2.88232 -1.31941 1.62853 0.46
C 3.90482 0.45158 -1.64021 -0.07
C 3.03617 2.08636 -3.83983 -0.59
C 2.17537 1.66720 -2.84450 0.16
C -3.85338 0.08974 3.36975 -1.00
C -1.99516 -2.41637 -0.43207 -1.09
C -0.41375 -0.63397 2.46175 -0.93
C 4.39082 1.70015 -3.67192 -0.26
C -1.54021 -0.49270 3.34883 -0.21
C -0.63740 -0.78915 0.88497 0.01
C 4.83517 0.82053 -2.59451 -0.63
C -0.74407 0.60052 0.16594 -0.62
H 1.10964 2.01731 -2.88489 0.28
H -3.61073 1.16974 3.23968 0.33
H -1.63223 -0.33849 4.40936 0.40
H -3.89802 -0.13047 4.45733 0.31
H 0.64112 -0.46493 2.71375 0.40
H 4.18955 -0.14677 -0.74527 0.35
H 5.08100 1.98325 -4.47650 0.32
H -0.72915 1.44070 0.94770 0.32
H 2.68174 2.80834 -4.67268 0.28
H -1.55194 -3.33844 -0.12696 0.37
H -4.88992 -0.27870 2.93485 0.31
H 0.25050 -1.27434 0.40580 0.58
H 5.89788 0.58604 -2.40296 0.32
H -1.34453 -2.04797 -1.27292 0.34
H -3.02540 -2.53986 -0.69182 0.35
H -1.62116 0.66675 -0.47541 0.24

---

No. 3
16
Properties=species:S:1:pos:R:3:mulliken_charge:R:1 method="wB97M-V/def2-TZVPD" e_tot_ha=-325.8212 de_lowest_kj_mol=305.6 lumo_energy_ev="-0.1 / -0.1"
O -2.52596 -1.11500 0.83626 -0.64
N 0.75670 -0.49360 -0.39561 0.07
C -1.45966 -0.54698 0.62068 0.50
C 1.42362 -0.18935 0.69202 -0.56
C -1.29019 0.90386 1.10130 -0.92
C 1.13507 0.08461 -1.69194 -0.89
C -0.45217 -1.12238 -0.22907 -0.51
H 0.87501 1.14844 -1.66183 0.30
H 2.07187 0.67492 0.71650 0.36
H -0.49658 1.46790 0.59802 0.24
H -1.10514 0.94952 2.17743 0.24
H 0.54035 -0.39372 -2.47260 0.33
H -0.70488 -1.94095 -0.89082 0.45
H -2.24655 1.39703 0.90867 0.35
H 2.20592 -0.02758 -1.87848 0.35
H 1.27258 -0.79671 1.56947 0.35

---

No. 4
17
Properties=species:S:1:pos:R:3:mulliken_charge:R:1 method="wB97M-V/def2-TZVPD" e_tot_ha=-326.5659 de_lowest_kj_mol=853.4 lumo_energy_ev=-1.3
N -0.92360 -0.91895 1.07058 -0.55
C -3.01328 0.43247 0.46160 -0.63
C 2.12868 0.55434 -0.40451 -0.11
C -1.76778 0.63992 -0.34039 -0.42
C -2.38662 -0.79658 0.17966 0.00
C 2.66006 -0.75215 -0.11615 -0.90
C -0.44644 0.22690 0.21303 0.75
C 0.66357 0.77865 -0.36992 -0.56
H -1.84209 1.22852 -1.30709 0.31
H 3.30436 -0.67184 0.89347 0.23
H -3.05228 1.18654 1.22011 0.23
H -0.96988 -0.56376 2.02461 0.32
H 2.63329 1.34104 -1.02479 0.32
H -2.44944 -1.42709 -0.66666 0.26
H 0.37303 1.48278 -1.15884 0.17
H 1.83453 -1.38243 0.18648 0.28
H 3.25388 -1.35837 -0.86119 0.31

---

No. 5
20
Properties=species:S:1:pos:R:3:mulliken_charge:R:1 method="wB97M-V/def2-TZVPD" e_tot_ha=-3838.7285 de_lowest_kj_mol=14.7 lumo_energy_ev=0.5 smiles=ClCCl.ClCCl.ClCCl.ClCCl
Cl 4.21876 0.53070 5.96836 -0.15
Cl 2.38354 -2.68568 1.73933 -0.13
Cl 6.52611 -2.71855 1.07467 -0.14
Cl 8.47289 0.51228 6.23538 -0.16
Cl 4.90103 0.25964 3.14441 -0.11
Cl 10.88586 -0.51837 7.51519 -0.15
Cl 0.19949 -0.74249 1.50805 -0.17
Cl 4.93645 -1.65493 -1.14064 -0.15
C 9.37479 -0.92454 6.69549 -0.26
C 1.58531 -1.31023 2.46858 0.02
C 5.14145 1.19889 4.62308 0.03
C 6.24921 -1.34897 -0.00267 -0.07
H 9.62912 -1.48130 5.80197 0.26
H 2.29993 -0.50215 2.55627 0.00
H 4.79493 2.20678 4.42590 0.28
H 6.19214 1.21736 4.88273 -0.03
H 5.96957 -0.49798 0.60515 0.06
H 8.76739 -1.51633 7.36870 0.28
H 7.14310 -1.15978 -0.58263 0.30
H 1.21177 -1.59029 3.44594 0.28

---

No. 6
28
Properties=species:S:1:pos:R:3:mulliken_charge:R:1 method="wB97M-V/def2-TZVPD" e_tot_ha=-627.8094 de_lowest_kj_mol=155.1 lumo_energy_ev=0.2 smiles="CNCC(=O)NCN.O.O.O"
O -0.29959 2.00206 -1.76766 -0.77
O 0.58905 -1.11705 2.99106 -0.64
O 2.01850 3.27107 -2.24264 -0.66
O -2.32709 2.34240 1.96742 -0.63
N 2.20689 -1.50326 0.17053 -0.27
N -1.98169 -0.12369 -0.46276 -0.48
N -0.98316 -1.33421 1.40483 -0.10
C -1.46679 -1.40353 0.05735 -0.56
C 1.33215 -0.52073 0.82447 -0.35
C 1.92727 -1.85225 -1.22379 -0.73
C 0.29021 -1.03636 1.81626 0.56
H -1.51319 -1.77779 2.13838 0.26
H 2.21239 3.51781 -1.33274 0.28
H -2.30815 -2.08883 0.01774 0.44
H -1.31301 0.60880 -0.26085 0.26
H -0.74445 2.40996 -1.01229 0.30
H 0.88637 -1.63072 -1.48491 0.17
H 1.98853 0.12704 1.40027 0.26
H 0.89930 0.03764 0.00017 0.13
H -2.72552 1.52058 1.65889 0.28
H -0.76439 -1.73747 -0.69691 0.05
H -2.06781 2.12202 2.87114 0.33
H 2.34806 -2.31541 0.75799 0.24
H 2.47529 -1.12826 -1.81485 0.32
H -1.02206 1.60306 -2.27039 0.33
H 1.14345 2.82907 -2.18760 0.44
H -2.82721 0.10040 0.05720 0.22
H 2.02665 -2.92234 -1.37630 0.33